Record 1
20
Properties=species:S:1:pos:R:3:forces:R:3:nbo_charge:R:1 method="wB97M-V/def2-TZVPD" de_lowest_kcal_mol=84.4 lumo_ev="-0.35 / -0.35" e_homo_ev="-7.952 / -7.951" gap_ha="0.27942 / 0.27939" energy_ha=-5608.0303
C 1.463916 0.209466 -2.229610 -1.5 3.8 3.9 -0.210
C 1.647761 1.408776 -1.483207 -1.3 -2.1 2.3 -0.212
C 0.412976 -0.591677 -1.882370 1.1 -0.6 -2.1 -0.219
C 0.941663 1.516431 -0.241996 -0.1 1.6 -0.2 -0.248
C -0.464008 -0.372841 -0.857040 -0.1 -1.1 1.3 -0.052
C -0.161237 0.639581 0.079333 1.5 0.6 -2.5 0.275
C -1.616761 -1.371789 -0.689222 2.0 -0.4 2.6 -0.634
C -0.296832 -0.108444 2.705344 3.1 0.6 -4.6 0.316
O -1.343798 -0.582292 3.209652 -2.1 0.5 2.1 -0.635
O -0.938326 0.846187 1.097083 0.1 -0.9 3.6 -0.615
Br 0.788444 1.258434 3.464157 -0.6 0.1 0.4 0.125
Br 0.859862 -1.522508 2.048007 -0.5 0.4 0.0 0.103
H 2.089366 0.099329 -3.002488 1.9 -1.0 -3.0 0.200
H 2.397503 2.107168 -1.740639 0.7 0.7 -0.2 0.206
H 0.386781 -1.371094 -2.631708 -1.1 -0.8 0.4 0.206
H 1.122099 2.442417 0.455199 -0.4 -2.0 -1.4 0.216
H -2.256249 -1.057605 0.217218 1.1 -1.1 -1.2 0.235
H -2.177503 -1.220444 -1.530712 -1.9 0.0 -2.2 0.212
H -1.176239 -2.471484 -0.758707 -1.2 2.2 0.7 0.220
H -1.679417 0.142390 3.771706 -0.7 -0.4 0.1 0.512

---

Record 2
22
Properties=species:S:1:pos:R:3:forces:R:3:nbo_charge:R:1 method="wB97M-V/def2-TZVPD" lumo_ev="0.15 / -1.87" e_homo_ev="-5.148 / -8.474" gap_ha="0.19479 / 0.24277" multiplicity=3 energy_ha=-805.0250
C 0.658911 0.322884 2.162954 0.1 0.7 -0.6 0.183
C -1.862787 -0.507778 0.230859 0.1 -2.3 -1.1 0.504
C 1.378951 -0.377528 -0.967024 -0.3 -0.3 0.3 0.209
C 0.642344 -1.055342 2.618246 2.6 -1.8 0.2 -0.732
C -2.651746 -0.465307 -1.031001 -2.6 -1.2 0.8 -0.769
C 1.155236 0.037905 -2.406437 0.3 0.9 0.7 -0.727
N 0.911479 2.228582 -0.109309 -0.9 0.2 1.5 -1.256
O 0.732668 1.236173 2.955493 0.1 1.0 0.2 -0.560
O -2.078404 -1.059611 1.244525 -0.6 0.3 0.6 -0.457
O 2.156930 -1.255362 -0.640415 -0.4 0.2 -0.3 -0.535
Si 0.410791 0.672324 0.310670 0.5 0.5 1.0 1.174
H -0.338112 -1.410473 2.560685 -1.6 -0.7 0.4 0.254
H 1.081843 -1.117831 3.652725 -0.6 -0.1 -1.0 0.238
H 1.211462 -1.696604 1.875804 -0.3 0.6 1.0 0.234
H -3.742755 -0.524186 -0.786642 0.5 0.1 0.1 0.235
H -2.546327 -1.316069 -1.718731 0.8 0.2 0.4 0.268
H -2.527875 0.443827 -1.512151 0.6 1.7 -1.2 0.237
H 1.896812 -0.591661 -2.974726 -0.7 1.4 -0.1 0.249
H 1.195925 1.218341 -2.329937 0.4 -2.4 -1.1 0.224
H 0.102050 -0.164239 -2.685732 0.6 -0.1 0.0 0.234
H 0.772867 3.044566 0.452704 0.0 0.2 0.1 0.416
H 1.439735 2.337390 -0.902557 1.5 0.9 -1.8 0.379

---

Record 3
15
Properties=species:S:1:pos:R:3:forces:R:3:nbo_charge:R:1 method="wB97M-V/def2-TZVPD" de_lowest_kcal_mol=63.9 lumo_ev=1.02 e_homo_ev=-7.503 gap_ha=0.31307 smiles="C=C/C=C/N.O" energy_ha=-287.7307
N 0.906731 -2.778632 -0.845850 0.1 -0.7 -0.3 -0.798
C 0.245126 -1.599284 -0.585830 0.2 0.6 -0.3 0.042
C -0.586234 -0.942032 -1.413551 1.1 0.4 -0.1 -0.352
C -1.356176 0.235525 -1.002968 0.7 -0.2 -0.5 -0.184
C -1.822359 1.139663 -1.884808 -0.2 -1.0 0.8 -0.437
H 1.117321 -3.383089 -0.064469 0.1 0.4 0.2 0.379
H 0.481900 -3.351153 -1.558072 -0.1 0.1 -0.3 0.371
H 0.643238 -1.034865 0.244268 -0.5 -0.4 0.8 0.191
H -0.573829 -1.216637 -2.466057 -0.6 -0.3 0.1 0.199
H -1.526802 0.267687 0.070190 -0.8 0.1 -0.2 0.195
H -2.801483 1.558485 -1.693958 0.5 1.1 0.1 0.202
H -1.320266 1.214095 -2.839850 -0.6 -0.2 -0.4 0.191
H 2.894889 3.135291 4.999990 0.1 0.0 0.1 0.467
H 1.454723 3.542430 4.741342 0.0 0.0 0.0 0.468
O 2.243227 3.212516 4.299630 -0.1 0.0 0.0 -0.934

---

Record 4
9
Properties=species:S:1:pos:R:3:forces:R:3:nbo_charge:R:1 method="wB97M-V/def2-TZVPD" de_lowest_kcal_mol=135.6 lumo_ev="4.05 / 3.41" e_homo_ev="-5.001 / -3.210" gap_ha="0.33261 / 0.24343" charge=-1 energy_ha=-395.8596
C 0.856692 -0.913019 -0.173554 -1.0 1.6 -1.2 0.670
C -1.533439 0.537838 -0.073842 1.7 -0.1 0.0 0.740
C -0.006178 0.234926 -0.240025 0.9 0.4 -1.4 0.046
N 0.894945 0.069947 0.828972 1.0 -0.8 2.1 -0.640
O -1.890097 -0.520573 0.427651 -1.6 -1.5 0.8 -0.705
O 1.318056 -1.878921 -0.695631 0.3 -0.6 0.9 -0.565
O -2.036532 1.612071 -0.289894 -0.5 1.0 -0.5 -0.689
H 1.747463 0.857665 -1.624802 -0.8 0.0 0.3 -0.239
H 0.649086 0.000064 1.841129 0.0 0.0 -1.1 0.382

---

Record 5
15
Properties=species:S:1:pos:R:3:forces:R:3:nbo_charge:R:1 method="wB97M-V/def2-TZVPD" de_lowest_kcal_mol=85.4 lumo_ev=1.04 e_homo_ev=-9.935 gap_ha=0.40323 smiles=C#CC[C@H](C)C#C energy_ha=-271.3954
C -0.147472 -1.523768 -0.200381 0.0 -0.1 0.0 -0.594
C -0.312692 -0.123223 0.402802 0.0 0.0 0.1 -0.288
C 0.303635 0.954810 -0.522612 0.0 0.0 0.0 -0.469
C 1.765598 0.897877 -0.425655 0.5 0.0 0.1 0.009
C 2.951937 0.797305 -0.241909 -0.5 0.0 -0.1 -0.260
C -1.714784 0.174702 0.719846 -0.5 0.1 0.1 0.010
C -2.854716 0.423269 1.020169 0.5 -0.1 -0.1 -0.255
H -0.774638 -1.639150 -1.090913 0.1 0.1 0.1 0.210
H 0.897113 -1.682647 -0.487572 -0.1 0.0 0.1 0.221
H -0.433976 -2.295832 0.518895 0.0 0.1 -0.1 0.219
H 0.244825 -0.084502 1.346256 -0.1 0.0 -0.1 0.236
H -0.022594 0.780478 -1.556191 0.1 0.1 0.2 0.234
H -0.047000 1.951732 -0.231485 0.1 -0.2 0.0 0.246
H 4.002301 0.708248 -0.071831 -0.2 0.0 -0.1 0.240
H -3.860030 0.638381 1.306958 0.2 0.0 -0.1 0.239

---

Record 6
92
Properties=species:S:1:pos:R:3:forces:R:3:nbo_charge:R:1 method="wB97M-V/def2-TZVPD" lumo_ev="-2.29 / -4.55" e_homo_ev="-10.387 / -10.438" gap_ha="0.29764 / 0.21627" charge=+1 multiplicity=2 energy_ha=-3105.1755
Be 0.773390 1.230862 -0.608774 0.0 0.3 -0.4 1.581
C 0.777690 4.841162 -2.184874 0.1 0.0 0.1 -0.322
C 0.092090 3.647862 -1.995074 0.1 0.0 0.1 -0.013
N 0.734490 2.899562 -1.102974 -0.4 -0.3 0.1 -0.505
N 1.811690 3.579662 -0.703374 0.1 0.8 -0.1 -0.318
C 1.872890 4.752362 -1.344274 -0.2 0.1 -0.2 0.010
B 2.815790 2.829562 0.184526 0.2 0.0 0.1 0.908
N 3.281290 1.660262 -0.689574 0.9 0.1 0.0 -0.327
C 4.497290 1.329262 -1.132774 0.3 -0.3 -0.3 0.021
C 4.359190 0.281462 -2.024874 0.0 0.1 0.1 -0.336
C 2.995690 0.031362 -2.065474 0.1 0.1 0.0 0.000
N 2.354390 0.865962 -1.250174 -0.5 -0.1 -0.1 -0.510
N 2.021590 2.221962 1.351326 0.4 0.3 0.3 -0.324
C 2.154390 2.352362 2.673426 -0.1 -0.1 0.2 0.021
C 1.267290 1.487462 3.282826 0.1 0.0 -0.1 -0.331
C 0.620890 0.849162 2.235526 0.1 0.0 0.2 0.028
N 1.084590 1.308562 1.077126 -0.6 -0.5 -0.4 -0.544
N 3.909490 3.723762 0.677226 -0.1 0.5 0.1 -0.384
C 3.760590 4.957462 1.234226 0.1 0.1 0.1 -0.054
C 4.989390 5.369362 1.680126 -0.2 0.0 0.0 -0.333
C 5.848790 4.305862 1.359926 -0.3 0.1 0.0 -0.034
N 5.192990 3.335462 0.764926 0.4 -0.6 0.0 -0.285
H 0.525990 5.643462 -2.846574 -0.1 0.2 -0.1 0.246
H -0.821310 3.302462 -2.438474 -0.2 -0.1 -0.1 0.226
H 2.678290 5.439562 -1.180374 0.2 0.1 0.0 0.242
H 5.361590 1.852262 -0.768174 0.0 0.0 0.0 0.274
H 5.129490 -0.223038 -2.571074 0.1 -0.1 -0.1 0.244
H 2.471790 -0.705738 -2.639574 -0.2 -0.1 0.0 0.225
H 2.850990 3.034662 3.112526 0.3 0.2 0.0 0.241
H 1.115090 1.340662 4.329426 0.0 0.0 0.3 0.245
H -0.137810 0.094962 2.280026 0.0 -0.1 0.0 0.233
H 2.808790 5.452562 1.266526 -0.2 0.0 0.0 0.223
H 5.228290 6.288862 2.171826 0.0 0.2 0.1 0.239
H 6.902090 4.213962 1.526026 0.3 0.0 0.1 0.219
Te -2.787410 -2.228738 -1.660674 0.1 -0.3 1.0 0.697
C -3.344510 -3.590538 -0.075874 0.1 0.3 -0.5 -0.211
C -4.526510 -3.305238 0.593526 0.0 0.1 0.0 -0.291
C -5.034410 -4.256738 1.469726 -0.1 0.4 -0.2 0.044
N -4.438710 -5.407238 1.702926 -0.3 -0.5 0.5 -0.394
C -3.299110 -5.662438 1.093526 0.4 0.0 -0.3 0.046
C -2.707710 -4.789438 0.187926 0.1 -0.1 -0.1 -0.286
C -1.316610 -1.120838 -0.608174 -0.1 -0.3 -1.2 -0.997
P -1.396710 0.667062 -0.747374 -1.3 -0.2 0.7 0.747
C -2.093010 1.223362 0.850226 0.2 0.1 0.0 -0.339
C -2.046110 2.588462 1.114526 -0.1 0.0 -0.1 -0.203
C -2.466210 3.078762 2.337226 0.0 0.1 0.1 -0.198
C -2.944810 2.209962 3.305326 0.0 0.0 0.0 -0.180
C -3.013110 0.851562 3.039526 0.0 -0.1 0.1 -0.208
C -2.583810 0.355862 1.820526 0.0 0.0 -0.3 -0.231
C -2.853710 0.961162 -1.813874 0.3 0.2 -0.1 -0.384
C -2.715510 1.187662 -3.179174 0.0 0.0 0.1 -0.149
C -3.844810 1.330562 -3.969374 -0.1 0.0 -0.2 -0.230
C -5.106510 1.221562 -3.406874 0.0 0.0 0.0 -0.164
C -5.247510 0.961762 -2.053374 0.0 0.0 0.1 -0.206
C -4.126810 0.833262 -1.257374 0.1 0.2 0.0 -0.179
P 0.431290 -1.506238 -0.747274 -0.4 -1.4 0.5 0.875
C 1.001090 -2.070838 0.893126 0.0 0.3 -0.2 -0.366
C 2.376590 -2.040838 1.100426 0.0 0.0 0.0 -0.145
C 2.907790 -2.447838 2.309626 0.1 0.0 0.0 -0.213
C 2.068590 -2.896238 3.317426 0.0 0.1 0.1 -0.194
C 0.698290 -2.918438 3.113526 -0.1 -0.1 0.2 -0.196
C 0.156990 -2.500238 1.910426 0.0 0.0 -0.2 -0.236
C 0.582490 -3.057638 -1.699474 0.2 0.3 0.0 -0.383
C 0.555590 -4.313838 -1.104074 0.1 0.1 -0.1 -0.207
C 0.753690 -5.442738 -1.877574 0.0 -0.1 0.0 -0.193
C 1.024990 -5.321838 -3.230774 0.0 0.0 -0.1 -0.186
C 1.060990 -4.072338 -3.829374 0.0 -0.1 -0.1 -0.222
C 0.823990 -2.943038 -3.068374 0.0 0.0 0.2 -0.139
H -5.058110 -2.378738 0.428326 -0.1 0.0 0.0 0.227
H -5.973910 -4.100338 1.980926 -0.1 0.1 0.1 0.203
H -2.852710 -6.622938 1.309526 0.1 -0.1 0.0 0.202
H -1.789510 -5.054438 -0.310174 0.0 -0.1 -0.1 0.231
H -1.684010 3.268362 0.354526 0.1 0.1 0.0 0.220
H -2.409310 4.138462 2.541226 0.0 0.1 0.0 0.226
H -3.258410 2.589062 4.267126 0.0 0.0 0.0 0.226
H -3.390310 0.167362 3.785326 0.0 0.0 0.1 0.225
H -2.612710 -0.710138 1.625226 0.0 0.0 0.0 0.229
H -1.728910 1.242062 -3.621574 0.1 0.1 -0.1 0.208
H -3.746810 1.528962 -5.026374 0.0 0.0 -0.1 0.227
H -5.986810 1.336162 -4.017774 -0.1 0.0 -0.1 0.226
H -6.227910 0.861362 -1.613274 -0.1 0.0 0.0 0.227
H -4.227410 0.637962 -0.199474 -0.1 0.0 0.0 0.230
H 3.031990 -1.708538 0.305626 0.1 0.1 0.0 0.213
H 3.975490 -2.411938 2.466926 0.1 0.0 0.0 0.225
H 2.481790 -3.214338 4.264126 0.0 0.0 0.0 0.226
H 0.037790 -3.262938 3.894326 0.0 -0.1 0.1 0.223
H -0.915510 -2.510638 1.763226 -0.1 0.0 0.0 0.225
H 0.393390 -4.397338 -0.039174 0.0 -0.1 0.1 0.225
H 0.717790 -6.421138 -1.421574 0.0 -0.1 0.0 0.223
H 1.232490 -6.204138 -3.814574 0.0 -0.1 -0.1 0.225
H 1.287090 -3.981938 -4.882274 0.0 0.0 -0.1 0.224
H 0.826590 -1.963338 -3.531774 0.0 0.0 -0.1 0.200